(1)
A cluster of 3 separate species, C18H40BrN2 in total, computed with ωB97M-V with the def2-TZVPD basis set.

calculated total energy	-3392.998202	a.u.
energy above the lowest of the compared OMol25 structures with the same formula, charge and spin	93.5	kcal per mole
net charge	+1

Geometry (Å):
Br: 2.99 1.96 2.27
C: -1.02 -4.28 3.93
C: -0.39 -5.14 2.86
C: 1.08 -4.66 2.49
C: 1.80 -5.75 1.68
N: 3.24 -5.49 1.18
C: 3.12 -4.49 0.00
C: 4.34 -4.79 -0.95
C: 4.90 -6.09 -0.53
C: 3.94 -6.75 0.50
C: 4.14 -4.96 2.32
H: -2.07 -4.55 4.00
H: -1.12 -3.24 3.64
H: -0.75 -4.52 4.96
H: -0.95 -5.10 1.92
H: -0.40 -6.17 3.23
H: 1.59 -4.41 3.43
H: 1.12 -3.81 1.81
H: 1.17 -6.13 0.88
H: 2.00 -6.61 2.31
H: 3.10 -3.47 0.38
H: 2.12 -4.55 -0.43
H: 5.09 -4.02 -0.76
H: 4.09 -4.65 -2.00
H: 5.85 -5.91 -0.02
H: 5.23 -6.74 -1.34
H: 4.40 -7.49 1.14
H: 3.10 -7.07 -0.12
H: 4.09 -5.62 3.19
H: 3.94 -3.90 2.43
H: 5.15 -5.04 1.93
C: -3.38 1.15 -1.22
C: -3.75 2.46 -1.77
C: -2.62 3.44 -1.73
C: -2.96 4.76 -2.34
N: -2.00 5.94 -1.87
C: -2.12 6.17 -0.36
C: -2.16 7.67 -0.17
C: -2.74 8.32 -1.43
C: -2.51 7.27 -2.54
C: -0.49 5.73 -2.20
H: -3.60 1.14 -0.15
H: -2.36 0.89 -1.49
H: -3.99 0.30 -1.53
H: -4.59 2.82 -1.17
H: -4.12 2.41 -2.80
H: -1.82 2.97 -2.31
H: -2.28 3.48 -0.69
H: -3.99 5.09 -2.21
H: -2.87 4.72 -3.43
H: -1.53 5.60 0.37
H: -3.13 5.84 -0.10
H: -1.11 7.92 -0.06
H: -2.74 7.77 0.74
H: -2.42 9.35 -1.60
H: -3.82 8.36 -1.27
H: -1.76 7.57 -3.27
H: -3.49 7.04 -2.95
H: -0.08 6.71 -1.94
H: -0.43 5.56 -3.27
H: -0.03 4.98 -1.56

(2)
A cluster of 3 separate species, C18H40NO8P3 in total, computed with ωB97M-V with the def2-TZVPD basis set.

SMILES	CCOP(=O)(OCC)OCC.CCOP(=O)(OCC)OCC.C[PH3]c1ccncc1
calculated total energy	-2390.362074	a.u.
net charge	0

Geometry (Å):
C: -8.58 5.12 -2.86
C: -8.18 4.71 -1.45
O: -7.31 3.58 -1.46
P: -5.75 3.78 -1.99
O: -5.27 4.67 -0.84
O: -5.13 2.35 -1.42
C: -4.09 2.35 -0.45
C: -4.66 2.32 0.96
O: -6.18 2.87 -3.38
C: -5.98 3.46 -4.66
C: -4.67 4.20 -4.80
H: -7.72 5.56 -3.38
H: -9.37 5.87 -2.83
H: -8.92 4.26 -3.44
H: -7.72 5.54 -0.92
H: -9.08 4.41 -0.90
H: -3.42 3.20 -0.59
H: -3.49 1.45 -0.61
H: -5.45 3.06 1.11
H: -3.87 2.51 1.70
H: -5.11 1.35 1.17
H: -6.82 4.12 -4.89
H: -6.01 2.64 -5.39
H: -4.62 5.05 -4.11
H: -4.55 4.59 -5.82
H: -3.83 3.55 -4.57
C: 5.28 -2.95 0.60
C: 5.47 -3.62 1.95
O: 6.66 -3.18 2.59
P: 6.73 -1.64 3.19
O: 5.70 -1.81 4.31
O: 8.08 -1.81 4.13
C: 8.02 -1.63 5.54
C: 7.72 -2.95 6.25
O: 7.83 -1.27 1.93
C: 7.52 -0.20 1.04
C: 6.95 1.02 1.73
H: 5.04 -1.89 0.73
H: 4.46 -3.42 0.05
H: 6.19 -3.02 0.00
H: 4.60 -3.44 2.60
H: 5.56 -4.70 1.81
H: 7.29 -0.86 5.80
H: 8.99 -1.26 5.87
H: 6.89 -3.48 5.79
H: 7.49 -2.78 7.30
H: 8.59 -3.61 6.19
H: 6.82 -0.56 0.27
H: 8.45 0.07 0.53
H: 6.00 0.80 2.22
H: 6.78 1.82 1.01
H: 7.64 1.39 2.50
C: -4.50 -2.20 -1.13
P: -2.62 -2.65 -1.04
C: -0.74 -2.99 -1.08
C: 0.31 -2.12 -0.40
C: 1.77 -2.46 -0.53
N: 2.43 -3.51 -1.21
C: 1.42 -4.31 -1.78
C: -0.08 -4.17 -1.79
H: -4.86 -1.68 -0.18
H: -4.64 -1.45 -1.98
H: -5.06 -3.17 -1.34
H: -2.80 -3.33 0.21
H: -2.78 -3.24 -2.35
H: -2.36 -1.22 -1.03
H: -0.01 -1.21 0.21
H: 2.49 -1.75 0.02
H: 1.83 -5.23 -2.34
H: -0.72 -4.94 -2.33

(3)
A cluster of 3 separate species, C18H41ClO5S2 in total, computed with ωB97M-V with the def2-TZVPD basis set.

calculated total energy	-2343.075469	a.u.
energy above the lowest of the compared OMol25 structures with the same formula, charge and spin	0.0	kcal per mole
net charge	0

Geometry (Å):
C: 6.42 3.04 -0.53
O: 5.83 2.52 0.64
C: 4.93 1.44 0.38
C: 3.47 1.92 0.31
C: 2.58 1.41 1.45
C: 1.77 0.17 1.09
C: 0.47 0.46 0.33
C: -0.59 -0.61 0.58
C: -1.97 -0.38 -0.09
C: -2.26 1.03 -0.59
C: -2.61 1.99 0.57
C: -3.91 2.79 0.43
C: -5.08 1.97 -0.13
O: -5.06 0.65 0.40
C: -5.57 -0.29 -0.46
Cl: -7.38 -0.21 -0.59
O: -3.69 3.87 -0.47
C: -4.41 5.05 -0.15
H: 5.68 3.45 -1.22
H: 7.01 2.28 -1.06
H: 7.09 3.85 -0.22
H: 5.07 0.72 1.19
H: 5.22 0.96 -0.56
H: 3.03 1.62 -0.64
H: 3.50 3.01 0.31
H: 3.20 1.20 2.33
H: 1.89 2.21 1.75
H: 1.54 -0.40 2.00
H: 2.41 -0.49 0.49
H: 0.10 1.45 0.61
H: 0.68 0.50 -0.74
H: -0.72 -0.73 1.66
H: -0.18 -1.56 0.22
H: -2.12 -1.12 -0.89
H: -2.75 -0.62 0.64
H: -3.09 0.99 -1.29
H: -1.42 1.42 -1.16
H: -2.66 1.42 1.50
H: -1.82 2.74 0.71
H: -4.17 3.19 1.41
H: -6.03 2.45 0.10
H: -4.98 1.94 -1.22
H: -5.33 -1.28 -0.08
H: -5.20 -0.17 -1.48
H: -4.35 5.71 -1.00
H: -5.46 4.84 0.07
H: -3.96 5.55 0.73
C: -2.19 -4.37 -2.29
S: -3.01 -3.53 -3.66
O: -3.52 -2.25 -3.12
C: -4.41 -4.64 -3.75
H: -1.30 -3.78 -2.05
H: -2.86 -4.40 -1.44
H: -1.90 -5.37 -2.60
H: -4.92 -4.66 -2.79
H: -4.07 -5.64 -4.03
H: -5.08 -4.26 -4.52
C: 4.98 -3.78 2.91
S: 5.45 -2.06 2.72
O: 4.42 -1.45 1.84
C: 6.90 -2.35 1.70
H: 4.06 -3.81 3.48
H: 4.83 -4.22 1.93
H: 5.76 -4.31 3.46
H: 6.59 -2.89 0.80
H: 7.63 -2.92 2.27
H: 7.30 -1.38 1.43

(4)
A structure of composition C18H41GaN2P3S2, computed with ωB97M-V with the def2-TZVPD basis set.

calculated total energy	-4564.131295	a.u.
energy above the lowest of the compared OMol25 structures with the same formula, charge and spin	23.5	kcal per mole
net charge	+3

Geometry (Å):
Ga: 0.03 -0.10 0.49
P: -0.74 1.89 2.52
P: -2.31 -0.69 0.40
P: 2.34 0.86 0.76
H: -0.01 -2.79 -8.39
C: 1.01 -3.02 -8.08
C: 1.35 -4.23 -7.62
H: 0.62 -5.04 -7.54
C: -1.18 3.29 1.39
C: -2.29 1.66 3.47
C: 0.51 2.62 3.64
C: -2.35 -2.18 -0.65
C: -3.50 -1.09 1.72
C: -3.09 0.61 -0.61
C: 3.40 -0.02 -0.43
C: 3.43 1.01 2.22
C: 2.22 2.57 0.12
H: 1.76 -2.23 -8.22
H: 2.38 -4.48 -7.37
H: -1.48 4.13 2.06
H: -2.03 3.04 0.73
H: -0.32 3.61 0.77
H: -2.35 2.54 4.13
H: -2.25 0.74 4.07
H: -3.16 1.59 2.80
H: -0.04 3.36 4.25
H: 1.34 3.06 3.07
H: 0.94 1.87 4.32
H: -3.40 -2.50 -0.66
H: -1.71 -2.96 -0.23
H: -2.00 -1.94 -1.67
H: -4.46 -0.63 1.43
H: -3.17 -0.71 2.70
H: -3.59 -2.18 1.75
H: -3.92 0.11 -1.14
H: -2.37 1.00 -1.33
H: -3.47 1.41 0.04
H: 4.37 0.49 -0.42
H: 2.96 0.00 -1.44
H: 3.51 -1.07 -0.12
H: 4.21 1.73 1.91
H: 3.88 0.02 2.41
H: 2.89 1.37 3.10
H: 3.22 2.81 -0.25
H: 1.93 3.25 0.93
H: 1.49 2.61 -0.70
C: 0.62 -1.39 -2.23
C: 0.49 -0.08 -2.75
C: 0.26 0.09 -4.11
C: 0.18 -1.01 -4.96
C: 0.33 -2.31 -4.45
C: 0.55 -2.50 -3.10
S: 0.91 -1.89 -0.58
H: -0.28 1.24 -0.32
H: 0.54 0.80 -2.09
H: 0.15 1.10 -4.51
H: 0.02 -0.88 -6.03
H: 0.28 -3.18 -5.10
H: 0.68 -3.49 -2.66
N: -0.56 0.69 5.80
C: -0.01 -0.15 4.92
N: 0.74 -1.15 5.39
S: -0.06 -0.28 3.06
H: -0.49 0.49 6.80
H: -1.00 1.58 5.54
H: 1.15 -1.71 4.65
H: 0.90 -1.39 6.38

(5)
A cluster of 2 separate species, C18H41N2P in total, computed with ωB97M-V with the def2-TZVPD basis set.

SMILES	CCCCCCCCCPN=C(C)C.CCN(CC)CC
calculated total energy	-1161.229919	a.u.
net charge	0

Geometry (Å):
C: 3.52 -2.04 -4.02
C: 2.19 -1.98 -4.78
C: 1.44 -0.65 -4.59
C: 0.14 -0.76 -3.77
C: 0.36 -0.62 -2.25
C: 0.23 -1.96 -1.52
C: 0.36 -1.95 0.03
C: 0.56 -0.59 0.68
C: 1.99 -0.01 0.54
P: 2.77 0.19 2.20
N: 4.33 0.65 1.93
C: 5.15 1.58 2.16
C: 5.19 2.84 1.34
C: 6.17 1.44 3.26
H: 4.14 -1.18 -4.28
H: 4.09 -2.93 -4.29
H: 3.37 -2.05 -2.94
H: 1.56 -2.82 -4.48
H: 2.42 -2.11 -5.84
H: 2.12 0.04 -4.07
H: 1.24 -0.19 -5.56
H: -0.31 -1.73 -3.98
H: -0.55 0.01 -4.11
H: 1.37 -0.25 -2.09
H: -0.31 0.13 -1.83
H: 1.02 -2.60 -1.93
H: -0.71 -2.43 -1.82
H: -0.56 -2.39 0.43
H: 1.17 -2.63 0.32
H: 0.36 -0.71 1.75
H: -0.18 0.14 0.34
H: 1.97 0.99 0.09
H: 2.60 -0.62 -0.13
H: 2.90 -1.20 2.47
H: 5.87 2.71 0.50
H: 4.20 3.07 0.95
H: 5.57 3.68 1.92
H: 5.64 1.53 4.21
H: 6.96 2.20 3.22
H: 6.62 0.45 3.24
C: -6.53 1.70 2.45
C: -5.62 1.22 1.33
N: -4.21 1.44 1.60
C: -3.36 1.26 0.44
C: -3.27 -0.13 -0.18
C: -3.71 0.88 2.85
C: -3.86 -0.63 3.07
H: -6.32 2.74 2.69
H: -7.57 1.61 2.15
H: -6.41 1.11 3.36
H: -5.86 1.77 0.42
H: -5.85 0.16 1.12
H: -2.36 1.61 0.70
H: -3.72 1.96 -0.33
H: -2.67 -0.81 0.43
H: -2.78 -0.07 -1.15
H: -4.25 -0.58 -0.34
H: -4.21 1.40 3.67
H: -2.66 1.16 2.93
H: -4.86 -0.98 2.80
H: -3.70 -0.86 4.12
H: -3.14 -1.21 2.49

(6)
A cluster of 7 separate species, C18H42BF4NO11 in total, computed with ωB97M-V with the def2-TZVPD basis set.

calculated total energy	-2017.936151	a.u.
energy above the lowest of the compared OMol25 structures with the same formula, charge and spin	0.0	kcal per mole
net charge	-2

Geometry (Å):
N: -0.44 0.97 1.01
H: 0.17 1.58 1.58
H: -1.28 1.41 0.61
H: -0.69 0.14 1.55
H: 0.10 0.60 0.23
C: 3.24 0.44 2.27
C: 2.10 1.06 3.14
C: 2.31 0.78 4.64
O: 1.67 2.31 2.80
H: 3.12 0.74 1.23
H: 3.32 -0.66 2.32
H: 4.24 0.82 2.54
H: 1.30 0.35 2.81
H: 1.45 1.26 5.09
H: 3.23 1.33 4.88
H: 2.43 -0.27 4.91
C: -2.94 -0.69 -1.13
C: -3.81 0.52 -0.83
C: -5.19 0.03 -0.40
O: -3.20 1.42 -0.02
H: -1.99 -0.30 -1.53
H: -3.34 -1.36 -1.91
H: -2.67 -1.36 -0.31
H: -4.00 1.01 -1.81
H: -5.79 0.84 0.03
H: -5.19 -0.80 0.31
H: -5.88 -0.32 -1.19
B: -1.91 4.04 2.10
F: -2.93 4.83 2.61
F: -0.66 4.44 2.61
F: -2.18 2.71 2.45
F: -1.82 4.07 0.67
C: 0.43 -2.45 -0.48
C: 0.54 -2.20 -1.99
O: 1.81 -1.66 -2.32
C: 2.22 -0.47 -1.85
O: 1.71 0.27 -1.07
O: 3.38 -0.22 -2.47
C: 4.07 0.96 -2.10
H: 1.29 -3.05 -0.17
H: -0.50 -2.98 -0.26
H: 0.46 -1.54 0.10
H: -0.31 -1.58 -2.29
H: 0.53 -3.08 -2.64
H: 5.10 0.79 -2.43
H: 4.06 1.12 -1.03
H: 3.81 1.83 -2.70
C: -0.24 3.07 -1.89
C: 0.74 3.00 -3.04
O: 0.03 2.21 -4.02
C: 0.68 1.81 -5.10
O: 1.67 2.37 -5.52
O: 0.03 0.79 -5.65
C: 0.62 0.21 -6.80
H: -0.59 2.09 -1.55
H: -1.11 3.55 -2.34
H: 0.04 3.65 -1.01
H: 1.65 2.54 -2.65
H: 0.96 3.96 -3.52
H: 1.66 -0.11 -6.68
H: 0.60 0.85 -7.68
H: 0.15 -0.75 -7.03
C: 1.96 -4.04 3.88
C: 1.02 -3.07 3.18
O: -0.34 -3.47 3.37
C: -1.25 -2.70 2.75
O: -1.03 -1.69 2.14
O: -2.42 -3.27 2.90
C: -3.58 -2.75 2.27
H: 2.09 -3.81 4.94
H: 2.93 -4.12 3.40
H: 1.48 -5.02 3.88
H: 1.35 -3.09 2.14
H: 1.19 -2.11 3.65
H: -3.99 -1.94 2.88
H: -4.35 -3.51 2.24
H: -3.37 -2.34 1.28